(1)
Density functional theory data (ωB97M-V/def2-TZVPD) for a cluster of 2 separate species, CH6N5S in total in a non-equilibrium geometry.

Summary:
- HOMO-LUMO gap (eV) = 8.388
- LUMO (hartree) = -0.150
- energy (Eh) = -713.289562

ORCA input file:
```
! wB97M-V def2-TZVPD RIJCOSX def2/J DEFGRID3
* xyz 1 1
S 1.5394 1.4018 -0.8851
N 2.9428 -0.5011 0.5580
N -1.5537 0.8788 0.7974
N -1.6553 0.3065 -1.2881
N -1.9524 1.1020 -0.3622
N 0.5921 -0.0385 -0.1814
C 1.8126 0.0170 0.0822
H -2.0208 0.4032 -2.2709
H 2.6950 -1.2391 1.2274
H -1.0868 -0.5327 -1.1761
H -1.6231 1.5449 1.4602
H -0.8822 0.1803 0.9487
H 3.9638 -0.3683 0.4099
*
```

Atom charges from the Löwdin analysis, given in e for atoms 1 to 2:
1. S 0.84
2. N 0.15

=====

(2)
Density functional theory data (ωB97M-V/def2-TZVPD) for a structure of composition C6H12O.

Summary:
- HOMO-LUMO gap (eV) = 8.391
- LUMO (hartree) = -0.006
- energy (Eh) = -310.853766

ORCA input file:
```
! wB97M-V def2-TZVPD RIJCOSX def2/J DEFGRID3
* xyz 0 1
O 2.1058 -1.2434 0.8043
C -1.2018 0.7181 -1.2107
C 0.9018 0.4842 0.5563
C 0.7889 -0.8393 1.2732
C -1.1267 2.0282 -0.4154
C 2.0116 -0.1944 -0.1818
C -0.2620 -1.8726 0.8868
H -0.4518 -0.0528 -0.9880
H -1.2135 1.8876 0.6659
H -0.1875 -2.1251 -0.1762
H -1.9454 2.6675 -0.7572
H 2.9194 0.4030 -0.3272
H -1.2828 -1.5416 1.1014
H -1.1000 0.9194 -2.2821
H -0.0574 -2.7808 1.4613
H -2.1646 0.2314 -1.0430
H 1.6919 -0.5711 -1.1695
H 0.7526 -0.6687 2.3602
H -0.1783 2.5503 -0.5585
*
```

Atom charges from the Löwdin analysis, given in e for atoms 1 to 2:
1. O -0.10
2. C -0.16

=====

(3)
Density functional theory data (ωB97M-V/def2-TZVPD) for a cluster of 2 separate species, C7H6N4 in total in a non-equilibrium geometry.

Summary:
- HOMO-LUMO gap (eV) = 8.779
- LUMO (hartree) = 0.000
- energy (Eh) = -489.261253

ORCA input file:
```
! wB97M-V def2-TZVPD RIJCOSX def2/J DEFGRID3
* xyz 0 1
N 1.5857 -0.1778 -1.1760
N 3.9125 0.6687 0.3861
N 1.3090 -1.2824 -1.8874
N 0.2725 -1.9982 -1.5483
C 0.5438 -0.0719 -0.3670
C -1.5583 -1.3613 0.1273
C 0.2759 0.8350 0.6609
C 3.9783 0.4684 1.5369
C -1.8491 -0.3755 0.9975
C -0.3670 -1.2918 -0.5840
C -0.9408 0.6001 1.3312
H -1.4286 1.1584 2.0990
H 4.1685 0.8946 -0.5554
H 2.0730 -1.7137 -2.3863
H -2.1652 -2.2950 0.0732
H 0.9179 1.7027 0.8593
H -2.7043 -0.3757 1.7774
*
```

Atom charges from the Löwdin analysis, given in e for atoms 1 to 2:
1. N 0.09
2. N 0.02

=====

(4)
Density functional theory data (ωB97M-V/def2-TZVPD) for an isolated molecule of C10H18N2O5.

Summary:
- HOMO-LUMO gap (eV) = 10.144
- LUMO (hartree) = 0.007
- energy (Eh) = -877.618877
- SMILES = CC[C@H](C)[C@H](N)C(=O)N[C@@H](CC(=O)O)C(=O)O

ORCA input file:
```
! wB97M-V def2-TZVPD RIJCOSX def2/J DEFGRID3
* xyz 0 1
O 0.5245 -1.4274 -2.1211
O -1.9298 -2.7581 0.1621
O -1.6043 2.3481 -0.8424
O -3.4235 2.9995 0.2211
O -3.9460 -1.9091 0.6768
N 1.9799 -1.8177 0.1729
N -1.2540 -0.4627 -1.1427
C -2.8065 -1.7446 0.3081
C -2.1817 -0.3906 -0.0208
C -2.7796 2.1051 -0.2664
C 2.1103 1.1807 -0.5120
C -3.2695 0.6585 -0.2715
C 0.8077 -0.9537 0.2173
C 0.0268 -1.0100 -1.0953
C 3.6129 0.9156 -0.3631
C 1.1864 0.5226 0.5505
C 1.7566 0.6102 1.9533
H 2.3308 -1.7510 -0.7659
H 0.2566 1.1102 0.5109
H 0.1640 -1.3093 1.0323
H 2.6185 -0.0328 2.0736
H -2.3850 -3.5710 0.4045
H 1.0274 0.3487 2.7172
H -4.0189 0.5925 0.4861
H 2.0456 1.6334 2.2030
H -1.6936 -0.7026 -2.0481
H 1.7943 0.8645 -1.5109
H -3.7530 0.4643 -1.2395
H 4.0120 1.3152 0.5640
H 3.8690 -0.1365 -0.3380
H 1.6442 -2.7651 0.2685
H -1.6134 -0.1030 0.8728
H -1.2128 1.5288 -1.1958
H 1.9330 2.2767 -0.4639
H 4.1709 1.3705 -1.1976
*
```

Atom charges from the Löwdin analysis, given in e for atoms 1 to 2:
1. O 0.09
2. O 0.13

=====

(5)
Density functional theory data (ωB97M-V/def2-TZVPD) for a cluster of 2 separate species, C2H8NO in total.

Summary:
- HOMO-LUMO gap (eV) = 6.756
- LUMO (hartree) = 0.164
- energy (Eh) = -210.952877

ORCA input file:
```
! wB97M-V def2-TZVPD RIJCOSX def2/J DEFGRID3
* xyz -1 1
O 0.4600 2.7101 0.3039
N -0.3226 -0.8306 -0.6192
C -1.0514 -0.8195 0.6446
C 1.0813 -0.4774 -0.4264
H -2.1157 -0.6555 0.4268
H -0.7270 -0.1852 -1.2860
H 0.0298 3.2464 -0.3776
H 1.1978 0.5754 -0.1129
H 1.4564 -1.1040 0.3900
H 1.6356 -0.6571 -1.3413
H -0.7274 0.0010 1.3001
H -0.9167 -1.8036 1.0980
*
```

Atom charges from the Löwdin analysis, given in e for atoms 1 to 2:
1. O -0.64
2. N -0.21

=====

(6)
Density functional theory data (ωB97M-V/def2-TZVPD) for an isolated molecule of C7H8.

Summary:
- HOMO-LUMO gap (eV) = 9.932
- LUMO (hartree) = 0.001
- energy (Eh) = -271.308457

ORCA input file:
```
! wB97M-V def2-TZVPD RIJCOSX def2/J DEFGRID3
* xyz 0 1
C 1.3385 0.8331 -0.7394
C 0.3520 1.0943 0.3179
C 2.2040 0.6619 -1.5604
C -0.6524 -0.0440 0.6247
C 0.0216 -1.4184 0.6699
C -2.0121 0.0154 -0.1854
C -1.6159 -0.2430 -1.3844
H 0.9106 1.2908 1.2417
H -1.0450 0.1683 1.6196
H 2.9712 0.5198 -2.2912
H 0.5690 -1.6307 -0.2543
H 0.7348 -1.4464 1.5018
H -2.9465 0.2228 0.3334
H -0.1981 2.0097 0.0734
H -0.7186 -2.2075 0.8218
*
```

Atom charges from the Löwdin analysis, given in e for atoms 1 to 2:
1. C -0.16
2. C -0.20

=====

(7)
Density functional theory data (ωB97M-V/def2-TZVPD) for a cluster of 6 separate species, ClH10O5 in total.

Summary:
- HOMO-LUMO gap (eV) = 8.069
- LUMO (hartree) = 0.122
- energy (Eh) = -842.477451

ORCA input file:
```
! wB97M-V def2-TZVPD RIJCOSX def2/J DEFGRID3
* xyz -1 1
Cl -4.2294 -5.7564 -11.3671
O -7.1444 -4.0643 -13.6208
O -7.7189 -6.0004 -9.0610
O -4.5545 -9.9478 -10.2794
O -2.0962 -1.8913 -10.9827
O -1.4850 -7.4035 -14.5194
H -6.5960 -4.6218 -13.0689
H -2.8294 -1.4014 -10.6105
H -8.0314 -4.1913 -13.2838
H -2.4973 -2.6750 -11.3584
H -7.0536 -6.0526 -9.7472
H -7.8341 -6.9047 -8.7691
H -4.1932 -10.6982 -10.7510
H -4.3984 -9.2022 -10.8591
H -2.0050 -7.1612 -13.7532
H -0.6837 -7.7805 -14.1562
*
```

Atom charges from the Löwdin analysis, given in e for atoms 1 to 2:
1. Cl -0.74
2. O -0.08

=====

(8)
Density functional theory data (ωB97M-V/def2-TZVPD) for a cluster of 2 separate species, C5H12IN2S in total in a non-equilibrium geometry.

Summary:
- HOMO-LUMO gap (eV) = 4.586
- LUMO (hartree) = -0.215
- energy (Eh) = -1002.720873

ORCA input file:
```
! wB97M-V def2-TZVPD RIJCOSX def2/J DEFGRID3
* xyz 1 1
I -1.2476 -0.4326 -0.3927
S 1.6142 1.2398 0.2195
N 2.4515 -0.2826 0.1697
N 4.3960 0.8270 -0.4201
C 3.7911 -0.2607 -0.0571
C -3.2907 -0.1652 -0.2493
C 4.6779 -1.5596 -0.0548
C -4.1983 0.1495 0.7211
C -5.1611 1.1193 0.0797
H 4.1814 -2.4512 0.2351
H 5.4776 -1.4804 0.5415
H -5.8446 1.3389 0.9062
H -3.8404 0.4588 1.7568
H 5.3912 0.9462 -0.6329
H 4.9207 -1.7867 -1.0529
H -3.7379 -0.1301 -1.3104
H -4.9165 -0.8338 0.7397
H 1.9182 -1.0679 0.1224
H 3.7494 1.6306 -0.2482
H -5.6730 0.6743 -0.7966
H -4.6589 2.0662 -0.2767
*
```

Atom charges from the Löwdin analysis, given in e for atoms 1 to 2:
1. I 1.11
2. S 0.36